The following is a quantum chemistry calculation of C35H45F7HgN9O4S4SbSi as an isolated structure, from the OMol25 dataset.

Geometry as XYZ:
```
107
Properties=species:S:1:pos:R:3
Hg 1.16808 -0.52364 -1.10636
F 0.59817 0.88594 5.40180
C -0.39384 0.18563 4.78463
C -0.29924 0.00266 3.43365
C -1.28554 -0.71240 2.78137
C -1.24848 -0.74958 1.30807
O -0.55043 0.05290 0.73461
C -2.09458 -1.75029 0.69441
C -3.01128 -2.36663 1.45620
N -3.18631 -2.15899 2.82430
C -4.33943 -2.68860 3.49480
C -5.64697 -2.72568 2.77559
C -5.44045 -1.74143 3.89179
C -2.30218 -1.34198 3.50462
C -2.39930 -1.09559 4.87960
C -1.47547 -0.28757 5.52863
N -1.76676 0.07148 6.89464
C -2.99142 0.85092 7.03527
C -2.74625 2.31593 6.70189
N -1.75118 2.84177 7.70205
C -0.44951 2.08874 7.62789
C -0.71720 0.58659 7.76212
C -2.05659 -2.00791 -0.81838
O -3.16893 -2.23337 -1.34678
O -0.91464 -1.99143 -1.33368
H 0.54643 0.40035 2.84589
H -3.68712 -3.07780 1.00265
H -4.13043 -3.50187 4.18140
H -6.29149 -3.57892 2.94407
H -5.67820 -2.33559 1.76572
H -5.94573 -1.89793 4.83771
H -5.31807 -0.70425 3.60222
H -3.19003 -1.54048 5.46838
H -3.36555 0.76027 8.06224
H -3.74783 0.46568 6.36230
H -3.64758 2.92357 6.75594
H -2.30363 2.39484 5.71075
H -2.14948 2.72163 8.63553
H -1.58676 3.83936 7.55912
H 0.19389 2.44519 8.43200
H 0.00367 2.31728 6.67145
H -1.00645 0.37820 8.79955
H 0.21371 0.06678 7.56753
O 5.69531 -2.82491 4.29479
C 4.88787 -2.32428 3.52620
S 4.14643 -3.16509 2.18020
C 3.14829 -1.84694 1.53962
C 3.22128 -0.66285 2.21722
S 2.42174 0.83547 1.94184
S 4.30152 -0.67517 3.62837
S 2.20444 -2.41574 0.17304
C -1.30805 2.82105 -0.49481
C -0.04332 3.01832 -1.28867
C 0.30158 4.27149 -1.77358
C 1.48890 4.38021 -2.51178
C 2.29394 3.28836 -2.69991
C 1.91743 2.02742 -2.13246
N 0.71702 1.94185 -1.48341
N 2.61332 0.89904 -2.19165
Si 4.22615 0.69280 -2.75034
C 4.95161 -0.84461 -1.99874
C 4.31109 0.63804 -4.62493
C 5.33590 2.13054 -2.17193
H -1.99900 3.64872 -0.66125
H -1.05998 2.75692 0.56930
H -1.78432 1.87792 -0.76265
H -0.33487 5.12841 -1.59494
H 1.76631 5.33449 -2.94737
H 3.20796 3.36051 -3.27691
H 4.42385 -1.74235 -2.33699
H 4.88620 -0.80508 -0.90496
H 6.00572 -0.94004 -2.28854
H 3.95613 -0.33286 -4.99151
H 5.33750 0.77287 -4.98699
H 3.67725 1.41440 -5.07230
H 4.84370 2.68741 -1.36499
H 5.57353 2.83679 -2.97736
H 6.28061 1.73920 -1.77812
C -0.62422 -1.64258 -4.35525
N -0.24788 -0.35267 -3.74904
C -1.47645 0.37519 -3.42205
N -2.30811 0.62881 -4.61958
C -2.62827 -0.67916 -5.21275
N -1.43377 -1.44064 -5.57554
C -0.64528 -0.64008 -6.51688
N -0.26282 0.66900 -5.96240
C 0.51954 0.41865 -4.73222
C -1.48514 1.37652 -5.57850
H -1.18738 -2.21706 -3.62477
H 0.27660 -2.19161 -4.62234
H -1.21181 1.33222 -2.97492
H -2.05833 -0.21748 -2.71555
H -3.23061 -0.51439 -6.11134
H -3.20873 -1.25562 -4.48959
H -1.23646 -0.47375 -7.42287
H 0.26176 -1.18910 -6.77582
H 0.80724 1.37739 -4.29785
H 1.42066 -0.13742 -4.99568
H -2.07866 1.57458 -6.47671
H -1.20731 2.33100 -5.12465
F 2.60113 -2.57330 -3.61137
Sb 3.02809 -3.52227 -5.18471
F 4.80714 -2.87522 -5.13784
F 3.55813 -5.05116 -4.21070
F 3.43437 -4.44152 -6.80513
F 1.25250 -4.16670 -5.29882
F 2.51139 -2.00773 -6.21582
```

## Properties
Spin multiplicity ... 1
Charge ... -2
LUMO energy ... 0.91 eV
Largest force on an atom ... 0.90 eV Å⁻¹
Gap between HOMO and LUMO ... 1.774 eV